Entry from the OMol25 dataset: C9H18Cl2N2O2PPmS as an isolated structure at a distorted geometry (the ωB97M-V functional and the def2-TZVPD basis).

Each line ends with the Löwdin charge.
Geometry (Å):
C -1.2396 -1.8253 -5.0161  0.0116
C -1.0673 -1.3229 -3.6457  -0.3898
H -0.5408 -1.3177 -5.6931  0.1334
H -2.2637 -1.6393 -5.3606  0.1234
H -1.0704 -2.9097 -5.0615  0.1398
O -0.1448 -0.6779 -3.1328  -0.0483
Cl -2.7647 -1.8385 -2.3791  0.4753
Pm -1.1597 -0.5363 -1.0212  0.7994
P 1.4094 -1.6671 0.0782  0.7101
C 3.1694 -1.2268 0.3547  -0.2597
C 1.1347 -2.6162 1.6347  -0.2669
H 0.6588 -3.4876 -1.3778  0.0401
H 2.2785 -3.8080 -0.6721  0.0636
H 2.0975 -2.6568 -2.0427  0.0512
C 1.6322 -3.0443 -1.1261  -0.2714
H 0.0778 -2.9225 1.6755  -0.0062
H 1.7994 -3.4948 1.6707  0.0667
H 3.7744 -2.1338 0.5096  0.0725
H 3.2481 -0.5817 1.2395  0.0593
H 1.3366 -1.9568 2.4930  0.0612
H 3.5538 -0.6785 -0.5150  0.0519
C 1.0671 1.0667 -0.4001  -0.1141
O 1.9544 1.8099 -0.2565  0.1037
Cl -2.2884 -1.7072 0.9651  -0.1354
S -2.1679 1.9938 -0.9135  0.5759
C -1.7696 2.5947 0.6466  -0.7754
N -2.4710 2.4150 1.7897  0.0516
C -2.0593 3.3171 2.8560  -0.1030
C -0.8662 4.0522 2.2393  -0.1059
N -0.7599 3.4548 0.9154  0.0334
H -3.3031 1.8303 1.8073  0.1608
H -1.7722 2.7468 3.7441  0.1319
H -2.8768 4.0030 3.1159  0.1384
H 0.0454 3.8847 2.8210  0.1306
H -1.0509 5.1320 2.1755  0.1372
H -0.1261 3.8089 0.2016  0.1531

Cartesian forces, eV/Å:
C -0.603 0.063 -0.283
C 2.797 1.660 0.710
H 0.064 -0.023 0.402
H 0.064 -0.114 0.181
H -0.046 0.073 0.255
O -3.863 -2.829 -2.203
Cl 0.403 -0.661 -2.883
Pm 1.176 1.644 4.582
P 0.857 -1.983 0.758
C -0.029 0.639 -0.309
C -0.556 0.176 -0.013
H 0.225 -0.098 0.050
H -0.211 0.139 -0.257
H -0.059 -0.186 0.178
C -0.143 0.197 -0.142
H 0.467 -0.041 0.130
H -0.218 0.391 -0.027
H -0.351 0.264 -0.049
H 0.053 -0.151 -0.222
H -0.077 -0.267 -0.249
H 0.098 -0.123 0.242
C 3.335 4.013 0.224
O -3.597 -3.374 -0.473
Cl 0.406 0.429 -0.523
S -0.033 -0.007 0.004
C 0.257 0.987 1.899
N 0.013 -0.466 -1.824
C -0.288 -0.022 0.610
C 0.335 0.421 0.477
N -0.402 -0.546 -1.069
H 0.298 0.284 0.035
H -0.124 0.119 -0.118
H 0.218 -0.260 -0.048
H -0.106 0.087 -0.188
H 0.131 -0.283 -0.093
H -0.490 -0.152 0.233

Output
Highest occupied orbital energy (alpha / beta)   -15.47 / -15.50 eV
Orbital gap (alpha / beta)   6.98 / 7.01 eV
Total charge   +2
Multiplicity   5
E_tot   -2881.55159 hartree
Energy above the lowest of the compared OMol25 structures with the same formula, charge and spin   1.517 eV